Computed, not measured: the ion C7H10N3O with charge +1, with wB97M-V/def2-TZVPD.

Results
- SMILES = NC1(/C(O)=C2/C=NC=[NH+]2)CC1
- net charge = +1
- ΔE to the lowest compared entry with this formula, charge and spin (kcal/mol) = 61.17

Positions of all 21 atoms, in Å:
N 2.09 -0.81 0.35
C 0.81 -0.18 -0.05
C 0.05 -0.33 1.26
O 0.67 -0.90 2.22
C -1.29 0.05 1.39
C -2.11 -0.44 2.43
N -3.32 0.00 2.23
C -3.35 0.76 1.17
N -2.18 0.78 0.50
C 0.62 0.89 -1.06
C 0.09 -0.50 -1.32
H 2.79 -0.27 -0.03
H 2.18 -1.76 0.01
H 1.57 -1.02 1.79
H -1.76 -1.10 3.22
H -4.18 1.39 0.77
H -1.92 1.41 -0.17
H 1.32 1.21 -1.70
H 0.00 1.61 -0.55
H -0.93 -0.73 -1.00
H 0.37 -1.17 -2.07

Computed, not measured: a cluster of 2 separate species, C5H11NO in total, with wB97M-V/def2-TZVPD.

Results
- SMILES = CN=C=O.CCC
- net charge = 0
- ΔE to the lowest compared entry with this formula, charge and spin (kcal/mol) = 19.33

Positions of all 18 atoms, in Å:
C 2.76 0.71 -0.19
N 2.24 -0.38 0.58
C 1.44 -0.57 1.45
O 0.68 -0.88 2.31
H 1.96 1.22 -0.75
H 3.49 0.33 -0.90
H 3.26 1.44 0.46
C -1.82 -1.39 -0.11
C -1.11 -0.22 -0.80
C -1.30 1.09 -0.04
H -1.44 -1.52 0.91
H -1.67 -2.33 -0.65
H -2.90 -1.21 -0.04
H -0.04 -0.45 -0.89
H -1.49 -0.11 -1.82
H -2.35 1.37 0.01
H -0.94 1.00 0.99
H -0.75 1.92 -0.52

Computed, not measured: a cluster of 4 separate species, C4H19N2O3 in total, with wB97M-V/def2-TZVPD.

Results
- net charge = +1
- ΔE to the lowest compared entry with this formula, charge and spin (kcal/mol) = 72.83

Positions of all 28 atoms, in Å:
C -0.02 -0.42 1.42
N 1.33 -0.19 2.09
C -0.42 0.63 0.26
N 0.27 0.41 -1.04
C -0.78 0.93 -2.06
C -1.65 -0.29 -2.51
H 0.00 -1.43 1.09
H -1.05 -0.47 2.13
H 1.47 -0.97 2.71
H 1.37 0.56 2.65
H -1.51 0.72 0.28
H -0.05 1.65 0.63
H 1.10 0.91 -1.22
H 0.52 -0.55 -1.23
H -0.17 1.40 -2.81
H -1.38 1.69 -1.72
H -1.63 -0.84 -1.63
H -2.64 0.19 -2.72
H -1.09 -0.67 -3.22
H 2.65 2.35 0.95
H 1.71 3.52 1.18
O 1.92 2.73 0.67
H -2.88 -2.17 0.07
H -2.61 -1.24 1.43
O -2.59 -1.35 0.52
H 2.50 -1.80 0.61
H 1.64 -3.18 -0.09
O 1.67 -2.17 0.16

Computed, not measured: a structure of composition C6H10O3, with wB97M-V/def2-TZVPD.

Results
- net charge = 0
- ΔE to the lowest compared entry with this formula, charge and spin (kcal/mol) = 65.84

Positions of all 19 atoms, in Å:
C -0.31 0.43 -0.46
C -0.42 1.44 0.43
C 0.58 -0.61 0.37
C 0.07 0.60 -1.90
C 1.00 -0.54 1.82
C -0.84 -1.28 0.17
O -0.85 -2.14 -0.91
O -0.29 2.75 0.14
O -1.61 -1.43 1.10
H -1.60 -2.74 -0.78
H -0.12 2.88 -0.80
H -0.80 1.30 1.43
H 1.36 -0.94 -0.31
H 1.09 0.97 -2.03
H -0.60 1.32 -2.38
H -0.01 -0.37 -2.40
H 0.13 -0.51 2.47
H 1.65 0.31 2.01
H 1.55 -1.45 2.05

Computed, not measured: a structure of composition C11H22AlBO5, with wB97M-V/def2-TZVPD.

Results
- net charge = +2
- ΔE to the lowest compared entry with this formula, charge and spin (kcal/mol) = 0.00

Positions of all 40 atoms, in Å:
Al 1.60 -0.40 1.09
B 2.06 -2.92 -0.56
H 2.38 -1.94 -0.87
H 0.99 -2.85 -0.47
H 2.45 -3.68 -1.22
H 2.26 -3.11 0.49
O -0.83 1.19 0.40
C -1.36 1.75 -0.54
O -0.87 2.84 -1.24
C -1.76 3.26 -2.31
C -2.99 2.50 -2.26
C -2.70 1.33 -1.21
H -1.29 3.04 -3.26
H -1.92 4.34 -2.32
H -3.28 2.09 -3.23
H -3.81 3.14 -1.94
H -2.29 0.38 -1.55
H -3.43 1.12 -0.43
O -0.87 -2.05 0.94
C -1.79 -2.59 0.28
O -2.78 -1.76 -0.27
C -3.89 -2.51 -0.53
C -3.50 -3.97 -0.52
C -2.29 -4.01 0.25
H -4.48 -2.13 -1.37
H -4.59 -2.36 0.28
H -3.27 -4.22 -1.56
H -4.30 -4.58 -0.10
H -1.47 -4.68 -0.01
H -2.55 -4.31 1.26
C 6.04 2.41 1.56
C 4.62 2.30 2.01
O 3.85 1.44 1.59
C 4.21 3.29 3.16
H 6.47 1.41 1.60
H 6.71 3.06 2.13
H 6.24 2.70 0.53
H 3.13 3.37 3.28
H 4.68 4.21 2.81
H 4.61 2.91 4.10

Computed, not measured: a structure of composition CuN4O12, with wB97M-V/def2-TZVPD.

Results
- total energy (hartree) = -2761.8203
- net charge = -3

Positions of all 17 atoms, in Å:
Cu -0.13 -0.11 0.02
N -2.17 0.97 2.00
O -1.66 0.29 2.87
O -1.55 1.06 0.79
O -3.10 1.71 2.20
N -2.01 -0.68 -1.76
O -1.69 0.53 -1.92
O -2.89 -1.36 -2.33
O -1.42 -1.37 -0.78
N 2.29 0.38 1.58
O 2.17 -0.82 1.75
O 1.34 0.88 0.90
O 3.08 1.10 2.07
N 1.94 -0.61 -1.88
O 1.80 0.26 -2.68
O 0.98 -1.00 -1.17
O 3.01 -1.23 -1.65

Computed, not measured: a cluster of 2 separate species, C4H4F2 in total, with wB97M-V/def2-TZVPD.

Results
- net charge = 0
- ΔE to the lowest compared entry with this formula, charge and spin (kcal/mol) = 158.50

Positions of all 10 atoms, in Å:
C 0.64 0.41 -0.21
C 3.41 -0.73 0.56
C -0.28 0.16 0.58
C -1.70 0.17 -0.02
F 0.72 0.59 -1.54
F 3.31 -1.16 -0.66
H -0.19 -0.09 1.61
H -2.37 -0.01 0.86
H -1.66 -0.55 -0.78
H -1.87 1.23 -0.40

Computed, not measured: the molecule C3H5N3, with wB97M-V/def2-TZVPD.

Results
- SMILES = Cc1cn[nH]n1
- net charge = 0
- ΔE to the lowest compared entry with this formula, charge and spin (kcal/mol) = 67.88

Positions of all 11 atoms, in Å:
C 0.43 0.38 -1.50
C -0.01 0.09 -0.11
C 0.75 -0.23 1.03
N -0.05 -0.48 2.07
N -1.25 -0.19 1.69
N -1.29 0.13 0.25
H 1.45 0.06 -1.70
H -0.22 -0.11 -2.22
H 0.38 1.45 -1.72
H 1.82 -0.29 1.13
H -2.01 -0.80 1.07